# 1
Computed, not measured: a structure of composition C17H13IrN4O3S at a distorted geometry, with ωB97M-V with the def2-TZVPD basis set.

Values from the calculation:
**Frontier orbital gap (spin up / spin down)**: 0.2787 / 0.1878 Eh
**Energy above the lowest of the compared OMol25 structures with the same formula, charge and spin**: 0.0 kcal per mole
**2S+1**: 5
**HOMO level (spin up / spin down)**: -7.96 / -7.94 eV

Positions of all 39 atoms, in Å:
Ir -0.15098 0.46617 -0.52284
C -1.86590 -2.01837 -3.60118
O -1.83582 -3.32940 -3.06997
C -1.47642 -3.60629 -1.80179
C -1.47866 -4.94582 -1.45313
C -1.11639 -5.36346 -0.17735
C -0.69732 -4.44340 0.75701
C -0.61193 -3.07927 0.44970
C -0.06192 -2.20423 1.42899
N 0.16501 -0.92886 1.32995
N 0.68375 -0.30274 2.38011
C 1.09337 0.94229 2.19740
O 1.10556 1.51452 1.07164
C 1.58920 1.66481 3.38426
C 1.46909 1.14068 4.66919
C 1.92160 1.86855 5.75392
C 2.49212 3.11912 5.57066
C 2.61261 3.64196 4.29315
C 2.15777 2.92421 3.20532
C -1.07384 -2.61294 -0.83171
O -1.13440 -1.38100 -1.12595
H -2.11203 -2.16518 -4.65303
H -0.89529 -1.52270 -3.52053
H -2.61669 -1.38639 -3.12085
H -1.77263 -5.65921 -2.20706
H -1.16376 -6.41309 0.07207
H -0.42188 -4.76396 1.75019
H 0.24412 -2.67247 2.36582
H 1.01926 0.16886 4.79911
H 1.82388 1.46528 6.75095
H 2.83163 3.69675 6.41850
H 3.05395 4.61534 4.14424
H 2.23542 3.32364 2.20594
N 2.56123 0.12572 -1.94147
C 1.40903 0.25367 -1.80797
H 3.54955 0.04028 -1.86574
S -1.48755 2.49575 -0.51734
C -2.49754 1.51954 -1.39555
N -3.27120 0.92232 -2.01591

Atom charges from the Löwdin analysis, given in e for atoms 1 to 5: number 1, Ir, carries 1.114; number 2, C, carries -0.055; number 3, O, carries -0.037; number 4, C, carries -0.172; number 5, C, carries 0.004

***

# 2
Computed, not measured: a structure of composition C17H14BF6N8NaS2Sb at a distorted geometry, with ωB97M-V with the def2-TZVPD basis set.

Values from the calculation:
**Frontier orbital gap (spin up / spin down)**: 0.2532 / 0.2384 Eh
**Energy above the lowest of the compared OMol25 structures with the same formula, charge and spin**: 14.6 kcal per mole
**2S+1**: 2
**HOMO level (spin up / spin down)**: -3.11 / -3.04 eV
**Total charge**: -2

Positions of all 50 atoms, in Å:
Na 0.79131 1.25273 -0.19974
S -1.77593 0.97513 -3.08519
C -3.28207 1.52684 -2.52204
S -3.01319 2.16324 -0.97373
C -4.48600 1.45692 -3.20889
C -5.67250 1.96509 -2.68239
N -6.67533 2.37620 -2.28565
C -4.57947 0.88337 -4.47747
N -4.70848 0.40351 -5.52016
B 3.96911 0.16495 -1.58205
N 2.90784 -0.63292 -2.34223
C 3.05007 -1.85016 -2.87943
C 1.84588 -2.21933 -3.44486
C 1.01649 -1.12266 -3.20022
N 1.67312 -0.18819 -2.52914
N 3.78924 -0.16371 -0.08427
C 4.76438 -0.44520 0.78268
C 4.19896 -0.68715 2.01970
C 2.83489 -0.51941 1.79233
N 2.60757 -0.20238 0.52283
H 5.05184 -0.23044 -1.91479
H 3.79675 1.33366 -1.77073
H 3.98173 -2.38301 -2.83695
H 1.61370 -3.14103 -3.94486
H -0.00439 -0.96150 -3.49231
H 5.79134 -0.47722 0.47413
H 4.70279 -0.92243 2.93940
H 2.01856 -0.64152 2.47792
N -1.11493 -2.56701 0.60201
C -0.76955 -1.53712 -0.22467
N -1.16537 -0.38193 0.19817
C -1.82554 -0.61561 1.37628
C -2.47563 0.25928 2.23957
C -3.02334 -0.27084 3.38991
C -2.95599 -1.63686 3.67518
C -2.34915 -2.52900 2.81122
C -1.78731 -2.00287 1.65943
H -0.89705 -3.54131 0.46786
H -0.22711 -1.68196 -1.13715
H -2.54585 1.30839 2.00343
H -3.51223 0.38512 4.09563
H -3.39167 -2.00742 4.59511
H -2.30614 -3.59104 3.02465
F 0.46178 3.12294 0.23972
Sb 0.58313 3.22255 2.15088
F 0.82471 5.10859 2.00795
F 2.45114 2.96305 1.97339
F 0.75565 3.42267 4.03842
F 0.33970 1.37415 2.47418
F -1.27746 3.48282 2.30694

Atom charges from the Löwdin analysis, given in e for atoms 1 to 5: number 1, Na, carries 0.319; number 2, S, carries 0.624; number 3, C, carries -1.268; number 4, S, carries 0.646; number 5, C, carries -0.412

***

# 3
Computed, not measured: an isolated molecule of C17H14Cl2N2OS at a distorted geometry, with ωB97M-V with the def2-TZVPD basis set.

Values from the calculation:
**Frontier orbital gap**: 0.2508 Eh
**SMILES**: C[C@@H](Cl)[C@H](Cl)c1cc(CC(=O)c2ccccc2)c2nsnc2c1
**Energy above the lowest of the compared OMol25 structures with the same formula, charge and spin**: 487.8 kcal per mole
**2S+1**: 1
**HOMO level**: -8.48 eV

Positions of all 37 atoms, in Å:
C -2.93341 3.42643 -2.30624
C -1.85696 2.89254 -1.14785
Cl -2.48123 1.16954 -0.68401
C -0.29696 2.89109 -1.66832
Cl -0.03783 3.98679 -3.18713
C 0.29514 1.35328 -1.92622
C 0.88702 0.42081 -0.68058
C 1.38886 -1.08777 -1.08427
C 1.94251 -2.07519 0.14528
C 0.55401 -2.56630 0.93793
O -0.29616 -3.48244 0.46545
C 0.25730 -1.85623 2.42176
C 1.52793 -1.97951 3.50179
C 1.43510 -1.38411 5.02655
C 0.01205 -0.65544 5.45740
C -1.24251 -0.49283 4.37222
C -1.14893 -1.09091 2.81309
C 1.37070 -1.67888 -2.61329
N 1.85509 -3.07494 -2.93931
S 1.60318 -3.07641 -4.69788
N 0.88595 -1.50585 -5.12756
C 0.78861 -0.73147 -3.81815
C 0.23000 0.77304 -3.48359
H -2.77358 4.54727 -2.60260
H -4.02581 3.22654 -1.87015
H -2.81417 2.66817 -3.20535
H -1.92044 3.52727 -0.14787
H 0.41467 3.34887 -0.82999
H 0.91938 0.86935 0.40619
H 2.62039 -1.48646 0.89583
H 2.47357 -3.04152 -0.25527
H 2.53591 -2.52206 3.17409
H 2.36771 -1.51695 5.72335
H -0.04093 -0.26649 6.57834
H -2.25142 0.06188 4.67979
H -2.03697 -0.99537 2.05376
H -0.20776 1.40426 -4.37720

Atom charges from the Löwdin analysis, given in e for atoms 1 to 5: number 1, C, carries -0.189; number 2, C, carries -0.628; number 3, Cl, carries 0.503; number 4, C, carries -0.584; number 5, Cl, carries 0.524

***

# 4
Computed, not measured: a structure of composition C17H14Cl4N2O5S2Y, with ωB97M-V with the def2-TZVPD basis set.

Values from the calculation:
**Frontier orbital gap**: 0.2730 Eh
**Energy above the lowest of the compared OMol25 structures with the same formula, charge and spin**: 0.9 kcal per mole
**2S+1**: 1
**HOMO level**: -4.89 eV
**Total charge**: -1

Positions of all 45 atoms, in Å:
Y 0.00115 -1.83447 0.41235
Cl -1.20162 -0.49303 2.78891
C -2.67490 0.07727 2.02575
C -3.12330 1.33181 2.38806
C -4.26325 1.84264 1.78966
C -4.92233 1.08771 0.83157
C -4.44485 -0.16563 0.48679
Cl -5.31694 -1.03636 -0.74263
C -3.30209 -0.73599 1.06839
S -2.72008 -2.32788 0.64541
H -2.57184 1.90283 3.12225
H -4.62384 2.82722 2.05469
H -5.80476 1.46611 0.33441
O 2.49088 2.52312 -3.56722
C 1.99180 1.70363 -2.83681
C 0.98410 1.97491 -1.73218
O 0.61416 3.07358 -1.35772
C 0.64883 0.66616 -1.17511
C 1.43808 -0.34036 -1.76678
O 1.39351 -1.55449 -1.33974
C 2.34277 0.22525 -2.76403
O 3.24145 -0.32503 -3.37251
O -0.13998 0.40519 -0.19554
C 0.73185 -3.83904 1.51326
H 1.79877 -4.06420 1.39207
H 0.17504 -4.73327 1.19650
H 0.56066 -3.75503 2.59798
Cl -0.91711 -3.98060 -1.77265
C -2.15815 -3.00884 -2.60895
Cl -1.58754 -1.37171 -2.92793
H -3.01044 -2.94271 -1.94149
H -2.37694 -3.49789 -3.54982
C 1.52675 2.33553 1.69495
N 2.59424 1.69322 0.94066
C 3.39019 2.30674 -0.01019
C 4.17478 1.35613 -0.55542
N 3.85618 0.17955 0.08678
C 2.87592 0.37282 0.99410
S 2.21815 -0.81762 2.01323
H 1.28591 3.27353 1.20030
H 1.84042 2.50009 2.72540
H 0.64960 1.69537 1.66661
H 3.27189 3.34642 -0.25892
H 4.87887 1.40494 -1.36604
H 4.18402 -0.74761 -0.12839

Atom charges from the Löwdin analysis, given in e for atoms 1 to 5: number 1, Y, carries 1.047; number 2, Cl, carries 0.674; number 3, C, carries -0.638; number 4, C, carries -0.121; number 5, C, carries -0.095